1.
Formula: C14H14N4O3S
Source: OMol25
Level of theory: wB97M-V/def2-TZVPD

```
36
Properties=species:S:1:pos:R:3:forces:R:3
O -1.475 2.327 -1.219 -0.324 -0.127 -0.319
C -0.749 2.240 -0.264 0.009 0.137 0.108
N 0.427 2.867 -0.041 0.219 0.185 -0.098
C 1.088 2.437 1.166 0.145 0.044 0.151
C 1.475 3.592 2.110 0.039 0.018 0.047
C 2.992 3.712 1.991 -0.037 -0.103 0.145
C 3.432 2.258 1.850 0.044 0.049 -0.107
C 2.402 1.666 0.889 0.084 -0.117 0.201
C 0.032 1.516 1.771 0.037 0.264 -0.093
O 0.083 0.944 2.830 0.153 -0.147 0.161
N -1.005 1.477 0.885 -0.475 0.029 0.017
C -2.069 0.510 0.936 -0.047 0.129 0.039
C -1.711 -0.698 0.107 -0.090 -0.480 -0.288
C -2.637 -1.632 -0.258 0.022 0.186 0.131
C -2.287 -2.774 -1.045 0.032 0.081 0.083
O -2.994 -3.676 -1.432 -0.106 -0.204 -0.115
N -0.897 -2.783 -1.381 -0.074 0.471 0.301
C -0.282 -3.751 -2.138 0.419 -0.525 -0.428
C 1.029 -3.535 -2.312 -0.189 0.222 0.187
S 1.560 -2.077 -1.521 -0.221 -0.132 -0.031
C -0.060 -1.796 -0.960 0.071 0.139 0.087
N -0.406 -0.780 -0.240 0.375 0.234 0.082
H 0.882 3.417 -0.750 -0.136 -0.085 -0.065
H 0.947 4.507 1.847 -0.092 -0.028 0.040
H 1.205 3.311 3.129 0.007 0.010 0.038
H 3.436 4.204 2.855 0.053 0.096 -0.024
H 3.260 4.275 1.096 0.057 0.066 -0.048
H 4.449 2.156 1.476 0.065 -0.056 0.055
H 3.362 1.760 2.817 0.040 -0.032 0.062
H 2.269 0.594 1.028 -0.001 -0.051 -0.085
H 2.697 1.840 -0.148 -0.025 0.008 -0.027
H -2.201 0.218 1.982 -0.013 0.062 -0.134
H -2.987 0.965 0.557 0.086 -0.076 0.092
H -3.671 -1.539 0.032 -0.127 0.002 0.007
H -0.881 -4.563 -2.507 -0.060 -0.070 -0.030
H 1.730 -4.133 -2.855 0.058 -0.199 -0.139
```
Positions in Å, forces in eV/Å.

Computed properties:
E_LUMO	0.0104	Ha
HOMO-LUMO gap	8.890	eV
relative energy (zero: lowest compared OMol25 entry of this formula, charge and spin)	0.000	eV
highest occupied orbital energy	-0.3163	Ha
SMILES string	O=C1NC2(CCCC2)C(=O)N1Cc1cc(=O)n2ccsc2n1
F_max	0.8	eV/A
multiplicity	1
electronic energy	-37685.5168	eV

Atom charges from the Löwdin analysis, given in e for atoms 1 to 4:
1. O 0.106
2. C -0.500
3. N 0.166
4. C -0.339

***

2.
Formula: C14H14NO2
Source: OMol25
Level of theory: wB97M-V/def2-TZVPD

```
31
Properties=species:S:1:pos:R:3:forces:R:3
O 2.644 -1.448 2.480 0.075 -0.019 0.290
C 2.892 -0.601 1.600 -0.101 -0.257 -0.309
O 3.312 -0.798 0.437 0.108 -0.001 -0.428
C 2.562 0.862 1.931 -0.316 0.028 0.359
C 1.178 1.247 1.382 0.179 -0.073 0.182
C 0.100 0.303 1.850 0.211 0.342 -0.147
C -0.435 0.445 3.130 -0.406 -0.484 -0.301
C -1.427 -0.428 3.578 0.575 0.354 -0.430
C -1.859 -1.444 2.736 -0.195 -0.179 0.050
C -1.320 -1.597 1.466 0.508 0.430 -0.083
C -0.332 -0.719 1.015 -0.514 -0.245 0.787
H 2.537 0.963 3.015 0.081 0.111 0.142
H 3.314 1.526 1.511 0.125 0.103 -0.062
H 0.927 2.255 1.718 -0.024 0.157 -0.003
H 1.217 1.267 0.296 -0.051 -0.089 -0.157
H -0.054 1.238 3.756 -0.027 0.082 0.172
H -1.832 -0.309 4.571 -0.129 -0.073 0.153
H -2.616 -2.140 3.077 -0.060 -0.024 0.036
H -1.635 -2.409 0.827 -0.124 -0.123 -0.040
H 0.129 -0.827 0.051 0.028 -0.081 -0.201
N -0.662 0.513 -2.114 -0.039 0.065 -0.145
C 0.225 -0.207 -2.797 0.126 -0.033 0.170
C 0.112 -0.474 -4.155 -0.073 0.033 -0.035
C -0.982 0.033 -4.836 0.013 -0.014 -0.029
C -1.915 0.783 -4.138 0.012 -0.011 -0.005
C -1.707 0.994 -2.782 0.010 -0.008 0.049
H 1.067 -0.584 -2.223 0.029 0.002 -0.013
H 0.865 -1.063 -4.660 0.016 -0.007 0.023
H -1.107 -0.154 -5.896 -0.002 0.000 -0.002
H -2.785 1.197 -4.630 -0.009 0.010 0.009
H -2.411 1.575 -2.196 -0.025 0.004 -0.031
```
Positions in Å, forces in eV/Å.

Computed properties:
E_LUMO	0.1026	Ha
charge	-1
HOMO-LUMO gap	6.710	eV
highest occupied orbital energy	-0.1440	Ha
F_max	1.0	eV/A
multiplicity	1
electronic energy	-20331.6661	eV

Atom charges from the Löwdin analysis, given in e for atoms 1 to 4:
1. O -0.071
2. C -0.777
3. O -0.100
4. C -0.140

***

3.
Formula: C14H14O3
Source: OMol25
Level of theory: wB97M-V/def2-TZVPD

```
31
Properties=species:S:1:pos:R:3:forces:R:3
O 2.174 -2.145 2.302 0.054 -0.267 0.630
C 1.713 -1.440 1.441 -0.096 0.080 -0.170
C 0.326 -1.564 0.951 0.021 0.269 -0.612
C 0.032 -1.191 -0.299 -0.563 -0.316 0.336
C -1.350 -1.256 -0.864 0.254 0.309 -0.021
C -1.924 0.174 -1.009 0.066 -0.474 0.173
C -3.443 0.234 -0.784 0.678 0.443 -0.192
C -3.754 0.709 0.612 -0.602 -0.255 0.393
O -5.173 0.739 0.787 0.069 0.002 -0.118
C 1.091 -0.659 -1.195 0.314 0.145 0.499
O 1.025 -0.772 -2.389 -0.195 0.088 -0.777
C 2.222 0.012 -0.514 0.311 0.231 0.110
C 2.963 1.008 -1.143 0.312 0.054 0.181
C 4.009 1.622 -0.458 -0.196 -0.391 0.437
C 4.313 1.222 0.843 -0.255 -0.338 0.154
C 3.583 0.213 1.472 -0.055 0.118 -0.609
C 2.528 -0.383 0.788 0.314 0.387 -0.065
H -0.447 -1.974 1.581 0.091 -0.252 0.262
H -1.972 -1.857 -0.210 -0.152 -0.115 0.102
H -1.293 -1.727 -1.841 -0.179 -0.154 -0.131
H -1.431 0.794 -0.259 0.011 0.241 0.033
H -1.628 0.559 -1.980 -0.081 0.127 -0.111
H -3.870 0.966 -1.463 -0.272 -0.103 -0.213
H -3.884 -0.740 -0.961 -0.247 -0.084 -0.098
H -3.358 1.713 0.765 0.140 0.128 -0.011
H -3.307 0.057 1.366 0.160 -0.084 -0.017
H -5.399 0.412 1.659 0.025 0.041 0.062
H 2.732 1.310 -2.153 -0.120 -0.090 -0.093
H 4.593 2.405 -0.911 0.011 0.106 -0.178
H 5.122 1.679 1.394 0.100 0.152 -0.079
H 3.808 -0.122 2.471 0.083 0.003 0.120
```
Positions in Å, forces in eV/Å.

Computed properties:
E_LUMO	-0.0337	Ha
HOMO-LUMO gap	8.912	eV
relative energy (zero: lowest compared OMol25 entry of this formula, charge and spin)	0.635	eV
highest occupied orbital energy	-0.3612	Ha
SMILES string	O=C1C=C(CCCCO)C(=O)c2ccccc21
F_max	0.8	eV/A
multiplicity	1
electronic energy	-20887.0596	eV

Atom charges from the Löwdin analysis, given in e for atoms 1 to 4:
1. O 0.119
2. C -0.343
3. C 0.078
4. C -0.146

***

4.
Formula: C14H15AgIN8O
Source: OMol25
Level of theory: wB97M-V/def2-TZVPD

```
40
Properties=species:S:1:pos:R:3:forces:R:3
Ag -1.537 2.062 0.294 0.080 -0.202 0.097
N 1.467 4.649 2.459 -0.091 -0.088 0.003
C 0.768 3.577 2.060 -0.057 0.103 -0.166
O -0.039 3.645 1.132 0.160 -0.074 0.200
C 1.029 2.289 2.800 0.070 0.057 -0.081
I 2.741 1.320 1.965 0.075 0.075 0.101
H 1.337 5.521 1.973 -0.001 0.016 -0.024
H 2.143 4.602 3.200 0.027 -0.017 0.012
H 0.195 1.611 2.669 -0.065 -0.038 -0.007
H 1.240 2.440 3.853 0.007 0.013 0.041
N -5.233 0.188 -2.409 -0.025 0.005 -0.008
C -6.011 1.270 -2.220 0.135 -0.159 -0.002
N -7.210 1.302 -2.815 0.013 0.023 -0.001
N -5.665 2.303 -1.489 0.088 0.297 0.173
C -4.527 2.359 -0.856 -0.333 0.071 -0.072
N -3.560 2.531 -0.239 -0.051 -0.199 -0.216
H -5.567 -0.623 -2.897 -0.009 -0.019 -0.007
H -4.370 0.110 -1.901 0.045 -0.014 0.011
H -7.503 0.598 -3.467 -0.007 -0.007 -0.004
H -7.754 2.141 -2.725 -0.008 0.012 0.011
N 6.827 -4.539 -1.664 -0.154 0.089 0.055
C 5.859 -4.018 -1.325 -0.058 0.022 0.018
C 4.643 -3.365 -0.901 0.161 -0.080 -0.062
C 3.808 -3.975 0.029 0.021 -0.056 0.038
C 2.643 -3.351 0.435 -0.031 -0.117 0.044
C 2.304 -2.111 -0.086 -0.175 0.127 0.094
C 3.137 -1.493 -1.010 0.022 0.135 -0.026
C 4.300 -2.120 -1.417 0.055 0.025 -0.044
N 1.101 -1.464 0.340 0.088 -0.174 -0.148
C 0.276 -1.853 1.379 0.108 0.065 -0.039
C -0.721 -0.937 1.432 -0.044 0.161 -0.069
N -0.529 0.013 0.447 -0.031 0.150 0.095
C 0.569 -0.332 -0.183 -0.060 -0.157 0.093
H 4.073 -4.942 0.434 -0.008 0.007 -0.005
H 2.007 -3.849 1.153 0.025 0.022 -0.055
H 2.904 -0.516 -1.411 0.018 -0.063 0.022
H 4.951 -1.638 -2.134 -0.012 -0.007 0.004
H 0.462 -2.717 1.993 0.011 0.070 -0.086
H -1.560 -0.899 2.108 0.037 0.006 -0.046
H 1.000 0.211 -1.008 -0.028 -0.080 0.054
```
Positions in Å, forces in eV/Å.

Computed properties:
E_LUMO	-0.0927	Ha
charge	+1
HOMO-LUMO gap	9.257	eV
highest occupied orbital energy	-0.4328	Ha
F_max	0.4	eV/A
multiplicity	1
electronic energy	-40825.5359	eV

Atom charges from the Löwdin analysis, given in e for atoms 1 to 4:
1. Ag 0.711
2. N 0.188
3. C -0.660
4. O -0.069

***

5.
Formula: C14H15BN8OS2V
Source: OMol25
Level of theory: wB97M-V/def2-TZVPD

```
42
Properties=species:S:1:pos:R:3:forces:R:3
V 0.029 0.291 1.454 -0.011 0.257 0.227
C -1.776 -2.942 -0.392 0.023 0.053 0.149
C -1.450 -2.292 0.773 -0.153 -0.274 0.054
N -0.746 -1.172 0.485 -0.016 0.151 0.272
N -0.630 -1.099 -0.874 0.098 0.025 -0.151
C -1.243 -2.149 -1.411 0.075 0.134 0.069
B 0.093 0.126 -1.565 -0.002 -0.013 -0.113
N 1.550 0.158 -0.994 -0.029 0.004 -0.120
C 2.779 0.166 -1.532 -0.041 0.000 0.054
C 3.728 0.223 -0.526 -0.079 -0.002 0.061
C 2.996 0.251 0.647 0.197 -0.012 0.000
N 1.687 0.210 0.361 -0.144 0.057 0.340
N -0.634 1.410 -1.011 0.111 0.005 -0.172
C -1.215 2.414 -1.664 0.034 -0.102 0.079
C -1.747 3.315 -0.740 0.032 -0.052 0.109
C -1.453 2.779 0.492 -0.162 0.220 0.057
N -0.771 1.622 0.330 0.045 -0.182 0.139
N -0.071 0.043 -3.042 0.010 -0.032 0.112
C 0.738 0.005 -4.143 0.091 -0.012 -0.057
C -0.053 -0.049 -5.252 -0.037 0.047 0.026
C -1.371 -0.033 -4.746 0.057 -0.094 -0.056
N -1.384 0.012 -3.432 -0.121 0.104 0.056
H -2.330 -3.857 -0.504 -0.001 -0.001 0.011
H -1.669 -2.551 1.797 -0.016 -0.024 -0.012
H -1.289 -2.260 -2.482 0.006 -0.021 -0.006
H 2.928 0.132 -2.594 0.008 -0.002 0.004
H 4.797 0.241 -0.637 0.000 0.003 0.000
H 3.335 0.299 1.670 0.003 0.004 -0.007
H -1.237 2.421 -2.741 -0.002 0.014 -0.003
H -2.279 4.225 -0.952 0.004 0.005 0.012
H -1.679 3.142 1.483 -0.013 0.024 -0.015
H 1.811 0.012 -4.091 -0.018 -0.001 -0.011
H 0.265 -0.091 -6.279 0.001 0.008 0.012
H -2.302 -0.062 -5.290 -0.006 -0.002 -0.007
C 0.135 -1.578 6.590 0.014 0.034 -0.091
O 0.201 -0.984 5.247 0.091 -0.443 -0.094
C 0.038 0.283 5.154 -0.368 0.709 0.708
S -0.270 1.473 6.218 0.118 -0.498 -0.179
S 0.117 1.030 3.555 0.208 -0.109 -1.514
H 0.304 -2.635 6.427 0.004 -0.004 0.005
H -0.852 -1.389 7.005 0.031 0.019 0.030
H 0.919 -1.139 7.203 -0.042 0.007 0.020
```
Positions in Å, forces in eV/Å.

Computed properties:
E_LUMO (alpha / beta)	-0.3315 / -0.3405	Ha
charge	+2
HOMO-LUMO gap (alpha / beta)	5.788 / 5.542	eV
relative energy (zero: lowest compared OMol25 entry of this formula, charge and spin)	0.465	eV
⟨S²⟩	0.875
highest occupied orbital energy (alpha / beta)	-0.5441 / -0.5442	Ha
F_max	1.5	eV/A
multiplicity	2
electronic energy	-76749.3924	eV

Atom charges from the Löwdin analysis, given in e for atoms 1 to 4:
1. V 0.870
2. C 0.026
3. C -0.049
4. N -0.097

***

6.
Formula: C14H15Cl3GeIrN5S
Source: OMol25
Level of theory: wB97M-V/def2-TZVPD

```
40
Properties=species:S:1:pos:R:3:forces:R:3
Ir 0.895 0.482 -0.461 -1.370 -0.352 -0.865
C 0.128 -0.807 4.479 0.010 0.003 -0.089
N -0.261 -1.611 3.304 -0.118 -0.089 0.145
C -0.921 -2.826 3.355 0.081 0.087 0.068
C -1.107 -3.242 2.095 0.008 0.027 -0.060
N -0.555 -2.267 1.249 -0.087 -0.127 -0.076
C -0.050 -1.287 2.033 0.120 0.188 0.065
S 0.780 0.199 1.678 0.261 -0.080 0.659
C -0.531 -2.356 -0.160 -0.002 0.094 0.083
C -1.056 -3.481 -0.781 -0.035 -0.063 -0.008
C -1.023 -3.588 -2.155 0.014 -0.014 -0.039
C -0.444 -2.567 -2.907 -0.057 -0.013 0.009
C 0.057 -1.492 -2.231 0.009 -0.024 0.019
N 0.002 -1.353 -0.876 0.595 -0.357 -0.334
H -0.158 -1.355 5.371 -0.003 -0.013 0.004
H -0.393 0.148 4.458 -0.023 -0.011 -0.001
H 1.206 -0.655 4.479 0.005 -0.031 0.006
H -1.196 -3.290 4.288 0.008 0.027 0.004
H -1.582 -4.140 1.748 0.001 0.034 -0.032
H -1.483 -4.286 -0.205 0.004 0.026 0.002
H -1.428 -4.469 -2.637 -0.002 0.013 0.002
H -0.379 -2.613 -3.985 0.014 -0.005 0.014
H 0.553 -0.694 -2.779 -0.005 0.028 0.026
N 0.845 3.479 0.863 -0.080 -0.134 -0.046
C 0.108 3.380 -0.248 -0.017 0.001 -0.149
C -0.557 4.523 -0.744 -0.022 0.041 0.048
C -1.241 4.470 -1.916 -0.034 -0.021 -0.093
C -1.310 3.253 -2.638 -0.073 0.150 -0.015
C -0.709 2.165 -2.123 0.080 -0.161 0.247
N -0.005 2.192 -0.922 0.452 0.920 0.128
H 0.918 4.371 1.327 -0.003 0.002 0.016
H 1.457 2.752 1.187 0.114 0.023 -0.019
H -0.482 5.444 -0.180 0.008 -0.009 -0.005
H -1.730 5.356 -2.298 -0.004 -0.005 -0.005
H -1.849 3.178 -3.572 -0.016 0.008 0.011
H -0.789 1.205 -2.612 0.063 -0.104 0.003
Cl 2.961 1.244 -3.141 -0.198 0.096 -0.244
Ge 3.267 0.455 -1.234 0.114 -0.109 0.408
Cl 3.738 -1.574 -1.202 0.079 -0.213 0.010
Cl 4.321 1.657 0.095 0.112 0.167 0.102
```
Positions in Å, forces in eV/Å.

Computed properties:
E_LUMO (alpha / beta)	-0.4322 / -0.4444	Ha
charge	+3
HOMO-LUMO gap (alpha / beta)	6.314 / 5.959	eV
relative energy (zero: lowest compared OMol25 entry of this formula, charge and spin)	1.662	eV
⟨S²⟩	0.755
highest occupied orbital energy (alpha / beta)	-0.6642 / -0.6634	Ha
F_max	1.7	eV/A
multiplicity	2
electronic energy	-129944.6225	eV

Atom charges from the Löwdin analysis, given in e for atoms 1 to 4:
1. Ir 0.887
2. C 0.030
3. N -0.085
4. C 0.049